Record 1
52
Properties=species:S:1:pos:R:3:forces:R:3 method="wB97M-V/def2-TZVPD" e_homo_ha="0.0842 / 0.0932" e_tot_ev=-56924.683 homo_lumo_gap_ha="0.0714 / 0.0611" spin_multiplicity=1 charge=-2 e_above_lowest_ev=0.8389
C 2.1814 -0.0647 -3.1561 0.2 0.1 -0.2
I -3.0673 -0.7272 -3.4672 -2.1 -0.2 -2.1
H 1.5961 -0.9909 -3.2963 0.6 0.7 0.1
H 3.1650 -0.2894 -2.6962 -0.4 -0.2 -0.1
H 2.3735 0.3494 -4.1572 -0.1 0.1 0.3
C -0.2311 3.1238 0.8579 -0.7 0.2 0.1
C -1.4762 2.8401 0.4453 0.6 0.3 0.7
N -1.3785 1.8567 -0.5167 -1.1 0.2 -0.3
C -0.0509 1.5077 -0.6949 2.2 -1.9 -0.5
N 0.6255 2.3156 0.1582 0.6 1.0 0.9
H 0.0956 3.8055 1.6218 0.1 0.1 -0.1
H -2.4192 3.2478 0.7552 -0.1 0.0 0.0
C 1.5407 -2.7449 0.2061 -0.2 -0.2 -0.2
C 0.8445 -0.9805 -0.9806 -0.9 4.9 -0.8
N 1.7399 -1.4145 -0.0745 2.5 -1.2 2.8
H 0.0971 -4.1596 -0.6852 0.0 0.0 0.1
N 0.1281 -2.1123 -1.3772 -2.2 -1.0 -1.2
H 2.1559 -3.3027 0.9025 -0.2 0.2 -0.1
Sc -1.4991 -0.5501 -1.3843 3.2 -0.4 1.6
C 0.6411 0.4217 -1.4583 -4.5 -3.4 1.9
O 1.4853 0.8961 -2.3939 2.6 2.1 -3.0
C 0.5224 -3.1825 -0.5541 0.6 -0.4 0.4
C -0.2164 -2.4436 -2.7572 0.3 -0.2 -0.4
H -0.5828 -3.4725 -2.7280 -0.1 0.1 -0.3
H 0.6277 -2.3586 -3.4633 -0.3 -0.3 0.2
H -1.0446 -1.7971 -3.1334 1.1 -0.8 -0.1
C 2.8335 -0.6728 0.5244 -0.3 -0.6 -0.2
H 3.6395 -1.3815 0.7661 -0.2 0.2 -0.1
H 2.5033 -0.1924 1.4584 0.2 0.1 -0.2
H 3.2253 0.0608 -0.1882 -0.1 -0.1 0.2
C 2.0395 2.3658 0.4662 0.0 0.0 -0.1
H 2.2915 3.3973 0.7309 -0.1 -0.1 -0.2
H 2.6328 2.0567 -0.3989 -0.2 0.0 0.2
H 2.2576 1.7525 1.3511 0.0 0.0 -0.3
C -2.5978 1.6260 -1.2806 -0.6 0.4 0.4
H -3.0832 0.6195 -1.1377 0.0 1.0 -0.1
H -2.5172 1.9163 -2.3356 0.2 -0.3 0.2
H -3.3645 2.2567 -0.8088 0.1 0.0 -0.3
C -2.2822 -1.2088 0.5608 -0.1 0.1 0.6
C -1.6897 -0.6517 1.7890 -0.2 0.0 -0.2
C -0.5443 -1.2345 2.3771 0.1 0.2 0.1
C 0.1645 -0.5766 3.3768 -0.4 0.3 0.1
C -0.3155 0.6406 3.8923 0.0 -0.1 -0.1
C -1.5165 1.1711 3.4002 0.2 -0.3 0.0
C -2.1992 0.5353 2.3658 0.4 -0.3 0.2
H -2.0476 -2.2726 0.4013 -0.3 0.1 0.2
H -3.3512 -0.9708 0.4402 0.1 -0.4 0.2
H -0.2137 -2.2117 2.0264 0.0 0.3 -0.1
H 1.0885 -1.0090 3.7714 -0.3 0.1 -0.1
H 0.2295 1.1514 4.6890 -0.1 -0.1 -0.2
H -1.9063 2.1063 3.8128 0.1 -0.3 -0.1
H -3.1303 0.9526 1.9769 0.2 0.0 0.1


Record 2
58
Properties=species:S:1:pos:R:3:forces:R:3 method="wB97M-V/def2-TZVPD" e_homo_ha=-0.3153 e_tot_ev=-44629.233 homo_lumo_gap_ha=0.3314 smiles="CC(C)Cc1nnc(NC(=O)CCC(=O)N2CCN(Cc3ccccc3)CC2)s1" spin_multiplicity=1 charge=0 e_above_lowest_ev=0.1383
C 4.8894 -5.6570 3.5937 -0.1 -0.2 -0.1
C 3.9128 -6.5880 2.8836 0.0 0.1 -0.1
C 4.0372 -6.4538 1.3683 0.1 -0.1 0.2
C 2.4661 -6.3137 3.3450 0.3 -0.2 0.1
C 1.9595 -5.0035 2.8704 -0.7 -0.1 -0.7
N 2.2702 -3.8686 3.3857 0.7 -0.8 1.0
N 1.7184 -2.8199 2.7862 -0.6 1.4 -0.6
C 0.9643 -3.1450 1.7903 0.1 -1.3 -0.1
N 0.2860 -2.2352 1.0306 0.0 0.4 0.0
C -0.5061 -2.6227 -0.0033 -0.1 0.5 -0.1
O -0.6438 -3.7872 -0.3179 -0.2 -0.1 -0.2
C -1.2079 -1.5043 -0.7583 -0.1 -0.1 0.0
C -1.6732 -0.3272 0.1131 0.1 0.1 0.0
C -0.5566 0.6894 0.2797 -0.3 -0.2 0.0
O 0.3148 0.4983 1.1248 0.1 0.0 0.3
N -0.5078 1.7557 -0.5335 0.1 0.2 -0.1
C -1.4311 2.1361 -1.5788 -0.4 0.3 -0.1
C -2.1146 3.4640 -1.1972 -0.1 -0.3 -0.2
N -1.1712 4.5256 -0.9194 0.0 0.2 0.1
C -0.6028 5.1430 -2.1067 0.0 0.0 0.0
C -1.6728 5.8525 -2.8945 0.1 0.0 -0.1
C -1.7957 5.6736 -4.2648 0.1 0.0 0.1
C -2.7792 6.3415 -4.9750 -0.1 0.0 -0.1
C -3.6538 7.1892 -4.3188 -0.1 0.0 -0.1
C -3.5403 7.3687 -2.9496 0.0 0.0 0.1
C -2.5545 6.7064 -2.2424 0.0 0.0 0.0
C -0.2047 4.0946 0.0689 0.2 -0.2 0.0
C 0.4976 2.7801 -0.3039 0.2 0.3 0.3
S 0.8699 -4.8668 1.4922 0.6 0.4 0.8
H 4.8836 -5.8420 4.6651 0.0 0.0 0.2
H 4.6074 -4.6204 3.4284 0.0 0.1 0.0
H 5.8996 -5.8121 3.2217 0.1 0.0 0.0
H 4.1454 -7.6226 3.1614 0.0 0.0 0.0
H 3.9073 -5.4169 1.0667 0.0 0.1 -0.1
H 5.0204 -6.7824 1.0392 0.1 0.0 -0.1
H 3.2855 -7.0564 0.8626 -0.1 -0.1 -0.1
H 1.8108 -7.1001 2.9671 0.0 -0.1 0.1
H 2.4390 -6.3239 4.4365 -0.1 0.0 0.0
H 0.4201 -1.2404 1.2708 -0.1 -0.1 -0.1
H -0.5233 -1.1528 -1.5360 0.0 0.0 0.0
H -2.0614 -1.9646 -1.2595 0.1 0.0 0.0
H -2.5700 0.1192 -0.3110 0.0 0.0 0.0
H -1.9280 -0.6920 1.1106 0.0 0.1 -0.1
H -0.8588 2.2717 -2.5041 -0.1 -0.1 0.0
H -2.1771 1.3666 -1.7597 0.1 0.0 0.0
H -2.7106 3.3048 -0.2925 -0.1 -0.1 -0.1
H -2.7802 3.7835 -2.0008 -0.1 0.0 0.0
H 0.1304 5.8813 -1.7652 0.0 -0.1 0.0
H -0.0761 4.4314 -2.7635 0.0 0.1 0.0
H -1.1164 5.0111 -4.7836 0.1 -0.1 0.0
H -2.8629 6.1965 -6.0421 0.0 0.0 -0.1
H -4.4219 7.7086 -4.8722 -0.1 0.0 0.0
H -4.2211 8.0297 -2.4337 -0.1 0.1 0.0
H -2.4605 6.8357 -1.1751 0.0 0.0 0.1
H -0.7418 3.9468 1.0116 0.1 0.0 0.0
H 0.5363 4.8818 0.2151 0.0 0.0 0.0
H 1.0928 2.9071 -1.2140 0.0 0.0 0.0
H 1.1468 2.4459 0.5055 0.0 0.1 -0.2


Record 3
30
Properties=species:S:1:pos:R:3:forces:R:3 method="wB97M-V/def2-TZVPD" e_homo_ha="-0.4146 / -0.4666" e_tot_ev=-24027.349 homo_lumo_gap_ha="0.1619 / 0.3124" spin_multiplicity=1 charge=+1
C -5.2150 0.4466 -0.1129 1.9 -1.1 0.7
C -4.6511 -0.2198 1.0565 -0.9 1.6 -2.8
C -4.3714 0.6922 -1.2089 0.9 -0.2 1.3
C -3.3025 -0.4763 1.1865 0.7 1.8 -1.7
C -2.9423 0.4987 -1.1237 -1.9 -1.4 1.4
C -2.5813 -0.0254 0.0796 0.1 -0.4 0.0
C 2.2700 0.6925 -0.8583 -0.2 -0.8 -1.4
C 3.0223 1.3470 0.0553 -0.1 -0.5 0.8
C 2.9398 0.7440 1.4334 -1.2 -1.0 2.1
C 2.4938 -0.7531 1.2917 -0.2 0.8 1.0
C 3.9467 2.4487 -0.2924 1.9 0.6 -1.9
C 0.4507 -2.9623 -1.0524 -1.5 2.5 0.8
O 1.5789 -2.0187 -0.9228 -0.5 0.2 0.5
P 1.3271 -0.6460 -0.0871 1.8 -0.5 -1.3
H -6.2549 0.7188 -0.0885 -0.2 -0.2 -0.3
H -5.2717 -0.4618 1.8659 -0.9 -0.1 1.0
H -4.5924 0.9615 -2.2231 -1.1 0.4 0.0
H -2.9574 -0.5984 2.1821 0.8 -0.8 0.5
H -2.5314 0.4432 -2.1035 1.3 0.3 -0.1
H 2.3307 0.7820 -1.9825 -0.3 0.4 1.5
H 3.8430 0.7375 2.0775 -0.2 0.5 -0.8
H 2.1226 1.1096 2.1448 1.1 0.6 -1.2
H 3.3984 -1.4196 1.1867 -1.5 0.3 -0.1
H 1.8044 -0.9314 2.1286 1.0 -0.8 0.3
H 4.9087 2.6498 0.3250 -2.1 -0.6 -0.6
H 3.3930 3.4134 -0.4911 0.6 -1.0 0.4
H 4.3362 2.0931 -1.3208 -0.4 1.0 1.3
H 0.8337 -3.9888 -1.0726 -0.2 0.5 -0.4
H -0.0771 -2.4934 -1.9406 0.3 -1.7 0.8
H -0.2515 -2.7836 -0.1328 1.2 -0.7 -1.6


Record 4
171
Properties=species:S:1:pos:R:3:forces:R:3 method="wB97M-V/def2-TZVPD" e_homo_ha=-0.3720 e_tot_ev=-82621.366 homo_lumo_gap_ha=0.1080 spin_multiplicity=1 charge=+5 e_above_lowest_ev=0.0000
C 0.7330 9.0543 -10.6338 -0.5 -0.2 -0.2
C 0.3098 9.1787 -9.1343 0.5 0.3 -1.3
C -1.0606 8.4917 -8.8945 -0.7 0.7 0.5
N -1.5466 8.4111 -7.4570 0.7 1.8 0.5
C -1.5685 9.8857 -6.8915 -0.5 -1.4 0.6
C -2.9817 7.7936 -7.1773 1.6 -1.4 1.3
C -2.6516 6.9268 -5.8914 -0.7 -0.1 -1.5
C -1.3261 6.3388 -6.2324 1.8 1.2 0.6
C -0.4987 7.5507 -6.7614 -0.8 -0.6 0.9
H 0.7512 8.0224 -10.9846 0.4 -0.1 0.2
H 1.6751 9.5645 -10.8339 0.2 -0.4 0.4
H 0.0854 9.5344 -11.3675 -0.6 0.2 0.5
H 0.4403 10.2474 -8.9643 -1.0 0.1 0.5
H 1.1333 8.7746 -8.5456 -0.3 -0.5 0.1
H -0.9873 7.4426 -9.1813 -0.2 0.2 -0.5
H -1.9200 9.0204 -9.3068 0.4 -0.1 -1.1
H -1.8278 9.8312 -5.8342 -0.2 -0.3 0.0
H -2.3844 10.4065 -7.3926 0.4 0.1 -0.2
H -0.6034 10.3923 -6.8963 -0.1 -0.3 -0.7
H -3.7783 8.4981 -6.9382 0.5 0.4 -0.6
H -3.2344 7.1249 -8.0001 0.0 0.3 -0.1
H -2.6778 7.5578 -5.0030 0.1 -0.3 0.1
H -3.2277 6.0059 -5.8015 -1.1 0.7 0.3
H -0.8762 5.8583 -5.3636 0.2 0.1 0.0
H -1.4290 5.5603 -6.9883 0.0 0.2 -0.2
H -0.0733 8.2515 -6.0431 0.1 -0.8 0.5
H 0.2967 7.1991 -7.4186 -0.3 0.4 -0.2
C 4.3738 -7.5098 -2.2031 -0.9 0.3 -1.2
C 5.4975 -7.9665 -1.3343 1.5 -0.7 1.4
C 6.7026 -8.6841 -2.0538 0.4 0.9 1.2
N 8.0070 -8.8997 -1.1543 -0.8 -0.2 0.3
C 7.6749 -9.9212 -0.0426 1.0 1.2 0.4
C 8.5090 -7.5616 -0.5299 2.2 -1.5 -0.3
C 10.0287 -7.9200 -0.1784 -1.6 -0.7 0.5
C 10.5119 -8.8513 -1.3283 -0.9 0.4 0.0
C 9.2194 -9.4301 -1.9576 -0.8 -0.4 -0.1
H 4.6904 -6.9550 -3.0863 0.4 0.1 0.0
H 3.7075 -6.8211 -1.6837 0.1 -0.1 0.3
H 3.7284 -8.2919 -2.6030 0.2 -0.3 0.2
H 5.1363 -8.6126 -0.5341 -0.3 -0.5 -0.3
H 5.8270 -7.1396 -0.7052 0.5 0.4 -0.5
H 7.0867 -8.0395 -2.8444 -0.2 -0.3 -0.3
H 6.3627 -9.6656 -2.3844 0.4 0.1 -0.2
H 7.5250 -10.9360 -0.4112 -0.8 0.5 -0.4
H 6.9499 -9.4294 0.6059 -0.6 -0.6 -0.4
H 8.5169 -10.0635 0.6348 0.5 0.4 -0.3
H 7.9147 -7.3132 0.3494 0.0 0.2 -0.4
H 8.5913 -6.8093 -1.3143 -0.8 0.0 0.0
H 9.9699 -8.4797 0.7550 0.1 -0.4 -0.1
H 10.6447 -7.0822 0.1483 -0.1 0.3 -0.9
H 11.1520 -9.6421 -0.9370 0.0 0.1 -0.2
H 11.0108 -8.3132 -2.1342 0.3 0.0 0.3
H 9.1262 -10.5157 -1.9875 0.2 0.0 0.6
H 9.0643 -9.2077 -3.0134 0.1 0.7 0.1
C 3.5709 2.6914 7.6362 -1.0 1.2 0.7
N 2.6136 2.7574 8.8143 -0.3 -0.1 1.2
C 1.2617 2.1877 8.3625 0.1 0.4 0.2
C 3.2542 1.8523 9.8927 -0.4 0.2 -0.3
C 2.5259 4.1900 9.5460 0.3 0.1 -1.2
C 2.2172 5.3125 8.5513 0.8 0.5 1.0
O 1.0757 5.1383 7.8303 -1.5 -1.3 -1.6
H 3.1375 3.1779 6.7623 -0.2 0.0 0.1
H 3.6928 1.6280 7.4302 0.7 0.3 0.1
H 4.3930 3.3166 7.9847 0.6 -0.8 -0.5
H 0.8698 2.6416 7.4523 0.6 0.5 0.1
H 0.5013 2.3738 9.1210 0.3 -0.3 0.2
H 1.3874 1.1324 8.1204 0.1 0.0 0.5
H 4.2592 2.2123 10.1130 -0.2 0.2 -0.1
H 3.3631 0.8282 9.5356 -0.3 0.1 -0.2
H 2.6465 1.8659 10.7974 0.0 0.1 -0.2
H 3.5222 4.4556 9.8994 0.2 -0.6 0.2
H 1.8609 4.1709 10.4095 -0.2 -0.7 -0.3
H 3.1291 5.4071 7.9617 -0.4 0.2 -0.7
H 2.0095 6.2919 8.9822 1.3 0.0 1.2
H 0.3615 5.4174 8.4078 -0.4 0.1 -0.3
C -5.2393 -4.2770 -4.6391 -0.1 1.0 -1.0
N -4.6857 -3.2245 -5.6925 -0.6 0.5 1.7
C -5.0850 -1.8320 -5.1439 0.0 -0.8 0.4
C -3.1328 -3.4216 -5.7537 -1.5 0.7 -0.6
C -5.3694 -3.3626 -7.0704 -0.6 -2.7 0.6
C -6.8278 -2.8261 -7.3326 0.0 0.9 0.4
O -7.8428 -2.8660 -6.3057 1.7 0.2 -0.1
H -4.8398 -5.2752 -4.8184 0.1 0.2 -0.3
H -6.3268 -4.2694 -4.7127 0.1 0.0 -0.2
H -4.9840 -3.9563 -3.6291 0.3 0.2 -0.2
H -4.5937 -1.6848 -4.1821 0.6 0.3 -0.4
H -6.1415 -1.8137 -4.8764 -0.1 -0.5 -0.4
H -4.9603 -1.0644 -5.9076 0.6 -0.1 0.2
H -2.6336 -3.2166 -4.8066 -0.6 0.0 0.2
H -2.7993 -2.6711 -6.4704 0.2 -0.4 -0.1
H -2.9337 -4.4519 -6.0484 -0.1 0.2 -0.2
H -5.4448 -4.4462 -7.1604 0.2 -0.2 -0.1
H -4.6993 -3.0812 -7.8827 0.0 0.5 0.3
H -7.3206 -3.3365 -8.1601 1.0 -0.3 -0.4
H -6.6414 -1.8075 -7.6729 -0.8 0.3 0.4
H -8.1717 -3.7679 -6.3086 -0.4 -0.1 0.1
C 6.4215 1.6502 -1.7874 0.9 0.1 -0.4
N 4.9919 1.1298 -1.6820 1.7 1.2 1.5
C 4.5218 1.4484 -0.2378 -0.1 -1.4 -0.7
C 4.1329 1.9630 -2.5818 -0.2 -1.5 0.2
C 4.9268 -0.4189 -1.8890 0.7 0.5 -0.3
C 5.3759 -0.9627 -3.2752 0.4 0.5 -0.9
O 4.5283 -0.6117 -4.3700 -0.8 0.3 0.9
H 6.5165 2.7335 -1.7135 -0.9 0.1 0.2
H 6.9063 1.4483 -2.7426 -0.6 -0.4 -0.2
H 7.1147 1.2928 -1.0259 -0.6 -0.6 0.2
H 5.2360 1.0432 0.4790 0.1 0.1 -0.2
H 3.6091 0.8590 -0.1504 -0.2 0.4 0.3
H 4.3531 2.5109 -0.0623 0.1 -0.1 -0.4
H 3.1655 1.5164 -2.3521 -0.4 0.5 -0.9
H 4.5024 1.7657 -3.5881 -0.5 0.3 -0.1
H 4.1497 3.0092 -2.2765 0.2 -0.2 -0.1
H 3.9751 -0.8118 -1.5314 -0.4 0.5 -0.6
H 5.6126 -0.7577 -1.1125 0.4 -0.2 -0.3
H 5.5386 -2.0404 -3.2707 -0.5 -0.2 0.7
H 6.3507 -0.6052 -3.6069 0.4 0.4 0.8
H 4.6496 -1.2360 -5.0891 0.1 -0.1 0.0
C -7.3050 4.9324 4.1493 -0.5 -0.9 1.2
N -7.3111 3.4360 3.7472 -0.5 1.1 1.1
C -6.7035 3.4713 2.3586 -0.5 -1.5 0.3
C -6.4818 2.5264 4.7116 1.1 2.8 -1.5
C -8.6871 2.7836 3.9085 -0.1 -0.1 -1.3
C -9.8279 3.4201 3.1838 -0.5 0.3 -1.2
O -9.7360 3.1311 1.7777 0.6 0.1 0.7
H -7.7849 5.6151 3.4480 0.1 -0.7 -0.5
H -6.2788 5.2644 4.3064 -0.1 -0.2 0.0
H -7.9079 5.0022 5.0547 0.4 0.1 0.3
H -7.1701 4.2331 1.7341 -0.1 -0.2 0.3
H -6.8991 2.4704 1.9736 0.2 0.2 -0.5
H -5.6307 3.6435 2.4459 -0.1 0.1 0.1
H -6.8134 2.6310 5.7446 -0.5 -0.6 -0.4
H -5.5411 3.0760 4.6798 0.5 -0.6 0.1
H -6.3765 1.5631 4.2124 -0.2 0.0 0.6
H -8.9858 2.7040 4.9537 0.6 0.2 0.1
H -8.5358 1.7855 3.4974 -0.1 -0.1 0.1
H -9.8436 4.4946 3.3663 -0.1 0.2 0.0
H -10.7696 3.0130 3.5520 0.1 -0.1 0.3
H -10.4793 3.5201 1.3111 -0.1 0.1 0.0
C -1.9177 -7.1268 4.8721 0.9 0.0 0.6
N -2.4067 -6.6385 6.2506 -0.4 1.6 -0.8
C -2.9723 -5.1981 5.9643 -0.1 -0.6 0.9
C -3.4900 -7.6792 6.6389 1.1 1.6 -0.6
C -1.2416 -6.4266 7.2981 -1.4 -0.5 0.6
C -1.7080 -5.9459 8.7594 0.1 1.1 -0.8
O -1.6835 -4.5016 8.8700 0.0 -0.6 -1.5
H -1.5801 -8.1629 4.8987 0.0 0.0 0.5
H -1.0675 -6.5251 4.5510 -0.2 0.2 0.1
H -2.6991 -7.1040 4.1125 -0.2 0.4 0.4
H -2.1500 -4.4837 5.9247 0.1 -0.4 -0.3
H -3.5696 -4.8646 6.8129 -0.1 -0.3 0.0
H -3.5687 -5.1571 5.0529 0.2 -0.4 0.1
H -2.9339 -8.6135 6.5631 -0.6 -0.2 0.4
H -4.2032 -7.5450 5.8256 -0.2 -0.5 0.3
H -3.9452 -7.4401 7.6000 0.2 -0.2 -0.1
H -0.5558 -5.7228 6.8266 0.0 -0.1 0.2
H -0.8207 -7.4278 7.3903 0.3 0.1 0.0
H -1.0557 -6.3560 9.5303 0.1 -0.4 -0.3
H -2.7317 -6.2708 8.9451 0.0 -0.3 0.0
H -1.5732 -4.1395 9.7522 0.0 -0.6 0.3
B -1.7445 -0.5900 0.8280 0.9 0.1 -1.1
F -0.8856 -1.5623 0.2581 0.7 -0.4 0.0
F -2.9720 -1.1552 0.9211 -1.9 -1.0 1.1
F -1.1988 -0.1076 2.0068 0.1 -0.1 0.9
F -1.8793 0.4499 -0.0657 0.3 1.3 -0.9
C -0.1173 7.0911 0.8805 -0.7 1.3 0.5
C -1.2046 8.2783 0.9342 -0.9 2.1 -2.2
O -2.2094 8.3302 1.6355 -0.9 -2.9 3.2
O -1.1470 9.2234 0.0949 2.8 -0.8 -1.4
H -0.5720 6.1756 0.5019 0.0 0.1 -0.3
H 0.2938 6.8411 1.8586 -0.2 0.1 0.3
H 0.7202 7.4539 0.2848 -0.2 -0.2 -0.3